No. 1
The following is a DFT calculation (wB97M-V/def2-TZVPD) of a single C6H16N2 molecule at a distorted geometry.

Geometry as ORCA input:
```
! RIJCOSX wB97M-V def2-TZVPD def2/J DEFGRID3
* xyz 0 1
C -0.17466 0.52791 0.70128
N -0.70312 -0.82369 0.36111
C -0.27046 -1.83163 1.26978
C -0.92053 -1.76175 2.66440
C 0.19818 1.33133 -0.53455
N 0.97477 2.50546 -0.11968
C 0.19785 0.31225 -2.94860
C 0.96104 0.42312 -1.61045
H 0.58412 0.52574 1.47943
H -1.04674 0.97025 1.27727
H -1.71304 -0.81624 0.32036
H -0.59252 -2.83388 0.80183
H 0.81285 -1.96763 1.35310
H -0.44830 -2.45465 3.35564
H -0.70442 -0.71808 2.90851
H -1.98691 -1.76264 2.61595
H -0.72266 1.71041 -0.98651
H 1.53952 2.23296 0.66491
H 1.30092 3.10285 -0.85399
H -0.15887 1.35943 -3.18077
H 0.73378 0.07638 -3.85913
H -0.71011 -0.21503 -2.76713
H 1.99227 0.66801 -1.74378
H 0.85703 -0.56088 -1.16899
*
```

Properties
HOMO energy   -8.527 eV
Energy   -9460.370 eV
Structure (SMILES)   CCNC[C@@H](N)CC
HOMO-LUMO gap   9.65 eV
Strongest force on any atom   4.0 eV/Å

No. 2
The following is a DFT calculation (wB97M-V/def2-TZVPD) of 2 unconnected molecules or ions with the total composition C6H16N2 at a distorted geometry.

Geometry as ORCA input:
```
! RIJCOSX wB97M-V def2-TZVPD def2/J DEFGRID3
* xyz 0 1
C -1.26607 1.38109 0.23663
C -2.63224 0.87969 -0.22831
N -0.92173 1.09156 1.61653
H -1.55864 1.53606 2.27142
H -0.95823 0.09151 1.78505
H -1.25002 2.47024 0.13940
H -0.52570 -0.70339 -0.29924
H -2.67767 -0.20883 -0.17905
H -3.44393 1.27559 0.39869
H -2.82131 1.18734 -1.25951
C 2.68311 -0.46848 0.12709
C 1.12125 0.67976 -1.45780
C 1.46299 -0.43315 -0.73805
N 0.61813 -2.30645 0.64615
C 0.38092 -1.40237 -0.46257
H -0.12822 -2.98626 0.72603
H 0.67276 -1.79291 1.51888
H 0.17785 -2.00073 -1.35662
H 2.45532 -0.11974 1.13778
H 3.46196 0.17403 -0.27956
H 3.05302 -1.49039 0.20997
H 1.87903 1.42200 -1.66906
H 0.46923 0.55944 -2.31723
H -0.25179 1.16442 -0.56664
*
```

Properties
HOMO energy   -8.227 eV
Energy   -9459.359 eV
Structure (SMILES)   C=C(C)CN.CCN
HOMO-LUMO gap   9.20 eV
Strongest force on any atom   4.0 eV/Å

No. 3
The following is a DFT calculation (wB97M-V/def2-TZVPD) of a molecular structure, C6H16N2 at a distorted geometry.

Geometry as ORCA input:
```
! RIJCOSX wB97M-V def2-TZVPD def2/J DEFGRID3
* xyz 0 1
C 3.02919 -1.64143 0.18304
C 2.21924 -0.54586 -0.62839
N 1.12148 0.12110 0.07079
C 1.28999 0.71778 1.34213
C 0.37859 1.03558 -0.84373
C -1.01849 1.20047 -0.32045
N -1.70961 0.56979 0.66166
C -4.51554 -0.39657 -0.04335
H 3.93518 -1.02411 0.63852
H 3.45160 -2.32909 -0.53551
H 2.56985 -2.19565 1.03754
H 1.83582 -1.08318 -1.55908
H 2.86773 0.31525 -0.84982
H 1.94183 -0.05897 1.86370
H 0.27054 0.73741 1.81542
H 1.77688 1.76681 1.27700
H 0.50453 0.49948 -1.73758
H 0.86737 1.99650 -0.98985
H -1.27627 -0.17894 -0.06633
H -1.49837 2.03180 -0.97147
H -3.89007 0.34602 0.42410
H -5.55222 -0.30259 0.32462
H -4.61600 -0.26300 -1.13315
H -3.98324 -1.31860 0.04016
*
```

Properties
HOMO energy   -8.578 eV
Energy   -9456.784 eV
HOMO-LUMO gap   9.33 eV
Strongest force on any atom   6.0 eV/Å

No. 4
The following is a DFT calculation (wB97M-V/def2-TZVPD) of a single C6H16N2 molecule at a distorted geometry.

Geometry as ORCA input:
```
! RIJCOSX wB97M-V def2-TZVPD def2/J DEFGRID3
* xyz 0 1
C -1.90009 -1.36841 0.52985
C -2.81519 -0.71682 -0.47367
C -1.57725 -0.31717 1.57044
N -0.11261 -0.08260 1.58329
C 0.43098 0.44080 0.37521
C 1.79614 -0.17276 -0.07055
N 2.25108 0.30948 -1.40845
C 2.66330 1.70468 -1.30416
H -1.03534 -1.70827 -0.02015
H -2.36247 -2.35928 0.91200
H -3.97511 -0.93513 -0.15226
H -2.85206 0.40759 -0.69234
H -2.68263 -1.02158 -1.50099
H -1.92327 -0.68650 2.48824
H -1.95307 0.61424 1.21211
H 0.38466 -0.89450 1.93903
H 0.55897 1.61446 0.53364
H -0.24577 0.44899 -0.50870
H 1.67011 -1.22580 -0.07333
H 2.54699 0.06849 0.72118
H 2.92696 -0.35062 -1.75183
H 3.73520 1.91225 -1.76204
H 2.50762 2.07389 -0.28655
H 1.96287 2.24457 -1.85996
*
```

Properties
HOMO energy   -8.221 eV
Energy   -9459.361 eV
Structure (SMILES)   CCCNCCNC
HOMO-LUMO gap   9.35 eV
Strongest force on any atom   4.6 eV/Å

No. 5
The following is a DFT calculation (wB97M-V/def2-TZVPD) of a single C6H16N2 molecule at a distorted geometry.

Geometry as ORCA input:
```
! RIJCOSX wB97M-V def2-TZVPD def2/J DEFGRID3
* xyz 0 1
C -1.00601 1.64293 -1.08332
C -2.39925 1.69245 -1.67996
C -0.54318 0.19323 -1.03522
N 0.69849 0.01821 -0.29781
C 1.91162 0.53145 -0.90697
C 0.77753 -1.23198 0.38827
C -0.04647 -1.28429 1.69014
N 0.74563 -1.70136 2.86972
H -0.27897 2.16316 -1.70768
H -1.04008 2.06958 -0.08342
H -2.60725 1.00603 -2.51194
H -2.66700 2.66664 -2.09660
H -3.22483 1.38348 -1.03124
H -1.25381 -0.45894 -0.51362
H -0.55692 -0.28307 -2.03283
H 1.77484 0.65119 -1.96983
H 2.14519 1.54147 -0.56004
H 2.73549 -0.15364 -0.73403
H 0.43173 -2.14234 -0.11996
H 1.78917 -1.49523 0.68517
H -0.98004 -1.84464 1.74309
H -0.35019 -0.24719 1.90813
H 1.39556 -0.97555 3.12819
H 0.16391 -2.03701 3.61941
*
```

Properties
HOMO energy   -8.072 eV
Energy   -9460.554 eV
Structure (SMILES)   CCCN(C)CCN
HOMO-LUMO gap   9.14 eV
Strongest force on any atom   2.6 eV/Å

No. 6
The following is a DFT calculation (wB97M-V/def2-TZVPD) of 2 unconnected molecules or ions with the total composition C6H16N2O at a distorted geometry.

Geometry as ORCA input:
```
! RIJCOSX wB97M-V def2-TZVPD def2/J DEFGRID3
* xyz 0 1
C -2.46092 0.69539 -0.76173
C -2.24926 -0.48140 0.19245
C -3.39559 -1.48564 0.12155
O -1.41594 1.64410 -0.70879
H -0.58726 1.20150 -0.97193
H -3.37448 1.23572 -0.49333
H -2.58855 0.31518 -1.78675
H -1.30123 -0.96556 -0.05926
H -2.15686 -0.09168 1.21070
H -4.34354 -1.01203 0.38033
H -3.23484 -2.31178 0.81578
H -3.49289 -1.89508 -0.88351
C 3.36339 -0.10731 0.37562
C 1.23271 1.19838 1.37388
C 1.70045 0.44056 0.18484
N 3.83052 -0.79894 -0.73860
N 1.20061 0.40469 -0.94964
H 3.19763 -0.46873 -1.68746
H 3.51683 -1.76635 -0.70550
H 2.00680 -0.01431 -1.74155
H 3.90012 0.83042 0.52983
H 3.28288 -0.71518 1.27899
H 1.93570 1.99178 1.61449
H 0.25239 1.62452 1.17728
H 1.18135 0.53175 2.23232
*
```

Properties
HOMO energy   -9.426 eV
Energy   -11507.176 eV
Structure (SMILES)   [H]/N=C(/C)CN.CCCO
HOMO-LUMO gap   10.18 eV
Strongest force on any atom   4.1 eV/Å

No. 7
The following is a DFT calculation (wB97M-V/def2-TZVPD) of a single C6H16N2O molecule.

Geometry as ORCA input:
```
! RIJCOSX wB97M-V def2-TZVPD def2/J DEFGRID3
* xyz 0 1
C -0.36496 -0.06591 0.84019
C -0.31751 -0.04989 -1.65379
C 1.29506 1.25766 -0.40742
C -0.50564 0.99683 1.94334
C 0.67986 -1.11473 1.25099
C -1.72400 -0.76458 0.71323
N -0.01272 0.62397 -0.41395
N 0.54532 -1.19344 -1.90820
O -0.35130 0.85443 -2.72811
H 0.50761 1.28455 -2.81555
H -1.34213 -0.42232 -1.60807
H 1.49720 -0.89165 -2.09098
H 0.21989 -1.69736 -2.72422
H 1.42919 1.79345 0.52645
H 2.13268 0.55647 -0.52701
H 1.33996 2.00144 -1.20567
H -2.04845 -1.09125 1.69807
H -1.10827 1.82421 1.57886
H 0.45697 1.38034 2.26984
H -0.99452 0.56279 2.81136
H 0.33112 -1.65897 2.12479
H 0.83178 -1.81489 0.43341
H 1.63008 -0.64812 1.49851
H -1.65815 -1.64268 0.07752
H -2.46908 -0.08036 0.31639
*
```

Properties
HOMO energy   -8.515 eV
Energy   -11509.073 eV
Structure (SMILES)   CN([C@H](N)O)C(C)(C)C
HOMO-LUMO gap   9.31 eV
Strongest force on any atom   0.5 eV/Å

No. 8
The following is a DFT calculation (wB97M-V/def2-TZVPD) of 2 unconnected molecules or ions with the total composition C6H16N3OP at a distorted geometry.

Geometry as ORCA input:
```
! RIJCOSX wB97M-V def2-TZVPD def2/J DEFGRID3
* xyz 0 1
C -3.26453 1.20623 -0.21572
C -1.74295 1.29988 -0.33457
C -3.14107 -0.19326 0.33847
C -1.62256 0.11380 0.65985
C 3.63880 -1.20581 -0.45874
C -0.59264 -2.03058 0.61496
N 1.96522 2.24152 -0.34891
N 3.11614 0.00309 -1.06528
N -0.85641 -0.75181 -0.06553
O 2.58790 0.58999 1.49937
P 1.99229 0.62305 0.19493
H -3.71891 1.68882 0.66484
H -3.94252 1.30188 -1.17155
H -1.29389 0.88911 -1.34331
H -1.09489 2.09872 -0.03868
H -3.73651 -0.58510 1.06156
H -3.27710 -0.89273 -0.40325
H -1.50099 0.17842 1.69492
H 4.04385 -1.03909 0.46405
H 3.09131 -2.16104 -0.52328
H 4.61810 -1.37778 -1.14629
H -0.20517 -2.05213 1.69515
H -1.42099 -2.73009 0.71597
H 0.21720 -2.67089 0.15428
H 2.21353 2.84836 0.37531
H 1.27226 2.50088 -1.07053
H 2.65453 0.10656 -1.94803
*
```

Properties
HOMO energy (spin up / spin down)   -8.800 / -7.966 eV
Energy   -22283.201 eV
HOMO-LUMO gap (spin up / spin down)   7.95 / 7.81 eV
Strongest force on any atom   7.0 eV/Å

No. 9
The following is a DFT calculation (wB97M-V/def2-TZVPD) of 2 unconnected molecules or ions with the total composition C6H16NO at a distorted geometry.

Geometry as ORCA input:
```
! RIJCOSX wB97M-V def2-TZVPD def2/J DEFGRID3
* xyz -1 1
C -1.59265 2.19185 1.11077
C 0.74047 1.30650 -1.85980
C 0.15220 2.15978 -0.72901
C -1.25347 1.73451 -0.32970
H -0.83676 1.65178 1.70596
H -2.59208 1.89173 1.50426
H -1.45888 3.27522 1.29445
H 1.78341 1.62148 -2.01615
H 0.18525 1.46345 -2.80496
H 0.70055 0.24818 -1.53780
H 0.19526 3.25935 -0.86617
H 0.77229 1.95940 0.16538
H -1.97653 2.10377 -1.07682
H -1.21788 0.63625 -0.28137
C 0.94376 -1.56514 1.05685
O 0.32574 -0.38073 0.72449
C 0.19144 -2.62074 0.29975
N 0.73629 -3.95847 0.57508
H 2.05156 -1.63453 0.74296
H 0.97824 -1.72180 2.18616
H -0.85714 -2.59656 0.62148
H 0.22505 -2.29207 -0.78567
H 0.14866 -4.63783 0.12735
H 1.65520 -4.09539 0.17254
*
```

Properties
HOMO energy   -2.621 eV
Energy   -10018.439 eV
HOMO-LUMO gap   6.79 eV
Strongest force on any atom   1.9 eV/Å

No. 10
The following is a DFT calculation (wB97M-V/def2-TZVPD) of 2 unconnected molecules or ions with the total composition C6H16NO at a distorted geometry.

Geometry as ORCA input:
```
! RIJCOSX wB97M-V def2-TZVPD def2/J DEFGRID3
* xyz 1 1
C 0.78029 1.05674 1.66381
C 1.02997 1.75989 0.31112
C 0.13421 1.25591 -0.82780
C 0.51667 -2.35171 -2.27904
C -0.06332 -1.09359 -1.72042
C 0.69449 -0.04915 -1.40576
N -0.70452 1.05708 1.94893
H 1.14982 0.04052 1.78109
H 1.29346 1.67947 2.39568
H 0.95605 2.81981 0.51749
H 2.06068 1.59864 0.00063
H -0.93036 1.11697 -0.66415
H 0.27321 1.97288 -1.64827
H -0.12051 -3.23527 -2.23568
H 0.96217 -2.14085 -3.25766
H 1.35093 -2.67651 -1.60917
H -1.11909 -1.10525 -1.46161
H 1.76609 0.06780 -1.53258
H -1.22114 1.91136 1.70021
H -0.92472 1.05310 2.94574
H -1.15458 0.30305 1.40990
H -1.88195 -1.96268 1.98985
H -2.81931 -1.67594 0.75290
O -2.02852 -1.40225 1.22479
*
```

Properties
HOMO energy   -12.316 eV
Energy   -10012.118 eV
HOMO-LUMO gap   9.01 eV
Strongest force on any atom   1.8 eV/Å